The following is a quantum chemistry calculation of a 2-piece molecular cluster, C8H19N3O4 overall in a non-equilibrium geometry, from the Open Molecules 2025 dataset.

## Properties
Multiplicity: 1
HOMO energy, Eh: -0.3301
Energy relative to the best compared isomer or geometry (same formula, charge and spin), kcal per mole: 0.0

CARTESIAN COORDINATES (ANGSTROEM)
1 C -1.16273 -0.04488 0.35543
2 H 2.78661 0.28525 -0.68964
3 N 4.26191 -0.98673 -0.01455
4 H 2.64824 0.01728 1.04183
5 H -1.98547 1.22132 1.83934
6 N -1.63477 -2.46635 0.61498
7 H -2.56782 1.53945 0.20034
8 H 1.56180 1.74394 -0.77548
9 C -0.64492 2.42538 0.70793
10 H 0.24261 2.19450 1.28021
11 H 4.63829 -1.07951 0.83972
12 O -3.74053 -0.11511 -1.10961
13 H -0.79325 -0.03652 -0.59631
14 O -3.74399 -2.37869 -0.82370
15 H 1.10987 2.31575 -2.21731
16 H -1.26501 -2.64586 1.53747
17 C -2.21094 -1.11686 0.50599
18 H -0.86993 -2.55830 -0.05489
19 H -3.22615 -3.02265 -0.26041
20 C 1.86333 -1.53028 -0.26920
21 O 0.70654 -1.32272 -0.15334
22 H -0.34373 -0.32785 1.05391
23 H -1.04850 2.92418 -1.26935
24 H -2.72549 -0.91865 1.40537
25 H -1.06836 3.32816 1.16552
26 C -1.67284 1.31382 0.80233
27 H 3.26775 -2.61115 -0.81839
28 C 2.90875 -0.46994 0.07148
29 C -0.16679 2.84878 -0.65295
30 H 0.31410 3.84075 -0.58332
31 N 0.73400 1.92213 -1.32177
32 C -3.31872 -1.20952 -0.50647
33 H 4.84202 -0.38103 -0.58103
34 O 2.30409 -2.69806 -0.72410